No. 1
A molecular structure, C24H42N7P2Pt in a non-equilibrium geometry, computed with ωB97M-V with the def2-TZVPD basis set.

```
76
Properties=species:S:1:pos:R:3:forces:R:3
Pt -0.2957 1.3720 0.0164 -0.415 -0.102 0.620
C 0.1690 5.7112 -3.1713 0.030 0.083 -0.189
N 0.0244 5.0075 -1.9113 -0.028 -0.180 0.167
C -0.0561 5.5766 -0.6725 0.008 0.008 0.031
C -0.1822 4.5522 0.2250 0.015 0.189 0.054
N -0.1734 3.3788 -0.4563 0.015 -0.030 -0.335
C -0.0474 3.6658 -1.7483 -0.012 -0.171 -0.012
P 0.0033 2.4274 -3.0899 0.018 0.101 0.118
C -1.4248 1.4322 -2.5088 -0.027 0.275 0.032
N -1.8697 1.3588 -1.2441 0.485 -0.635 -0.649
C -2.9940 0.5871 -1.2673 -0.342 0.110 0.131
C -3.2505 0.2136 -2.5511 -0.103 0.072 0.151
N -2.2596 0.7561 -3.3231 0.037 0.156 0.211
C -2.1222 0.5586 -4.7530 0.031 -0.068 -0.180
C 1.4414 1.4704 -2.5098 -0.042 0.000 -0.172
N 1.9522 1.5132 -1.2935 0.162 0.123 -0.090
C 3.0637 0.7356 -1.3237 0.182 -0.171 -0.120
C 3.2236 0.1993 -2.5740 0.080 0.013 0.103
N 2.1946 0.6791 -3.3300 -0.065 0.214 0.291
C 1.9331 0.3340 -4.7098 -0.064 -0.121 -0.154
H 0.1902 6.7791 -2.9753 -0.003 -0.003 0.019
H -0.6718 5.4873 -3.8257 0.025 0.019 -0.003
H 1.0982 5.4227 -3.6597 -0.020 0.023 -0.005
H -0.0195 6.6434 -0.5391 -0.001 -0.006 0.025
H -0.2786 4.5883 1.2958 -0.002 0.021 -0.005
H -3.5765 0.4176 -0.3812 0.043 -0.106 0.002
H -4.0537 -0.3580 -2.9813 -0.005 -0.016 0.028
H -3.1109 0.4376 -5.1880 0.011 0.008 -0.007
H -1.5307 -0.3352 -4.9518 -0.022 0.029 -0.029
H -1.6416 1.4241 -5.2020 0.006 0.004 0.007
H 3.6977 0.6214 -0.4612 0.000 -0.044 -0.015
H 3.9696 -0.4560 -2.9900 0.005 -0.006 0.025
H 2.8768 0.1882 -5.2302 -0.007 0.008 0.002
H 1.3903 1.1423 -5.1960 0.001 0.004 0.004
H 1.3491 -0.5858 -4.7682 0.016 0.030 -0.038
C 1.3306 -3.1359 -0.0878 -0.064 -0.010 -0.002
C 1.3723 -2.5899 1.3499 -0.002 0.040 -0.052
C 2.6927 -1.8156 1.4524 -0.054 0.095 0.033
C 1.4313 -3.7538 2.3387 -0.022 -0.013 0.086
P -0.0656 -1.3743 1.5651 0.051 -0.249 0.455
N -0.1819 -0.5783 0.2268 -0.016 0.307 -0.275
C 0.2823 -0.2434 3.0644 -0.016 -0.124 -0.058
C 0.8415 -0.9320 4.3156 0.004 -0.050 -0.038
C 1.2814 0.8450 2.6569 0.017 0.007 -0.103
C -1.0120 0.4842 3.4538 -0.008 -0.017 -0.093
C -1.6224 -2.3908 1.9503 -0.015 0.073 -0.022
C -1.7239 -3.5273 0.9216 0.074 -0.005 -0.027
C -2.8446 -1.5049 1.6756 0.064 0.018 -0.001
C -1.7395 -2.9801 3.3558 -0.002 0.005 0.061
H 2.2778 -3.6411 -0.2912 0.018 -0.014 0.016
H 1.2033 -2.3165 -0.7942 0.005 -0.006 -0.028
H 0.5353 -3.8599 -0.2449 0.007 0.026 -0.013
H 3.5050 -2.4659 1.1215 -0.001 -0.021 -0.011
H 2.9252 -1.5066 2.4702 0.007 0.010 -0.024
H 2.6702 -0.9430 0.8014 0.029 0.028 -0.003
H 2.3546 -4.3092 2.1546 0.005 -0.018 0.012
H 0.6080 -4.4539 2.2180 0.004 -0.002 0.024
H 1.4524 -3.4225 3.3770 0.008 -0.017 -0.008
H 1.8393 -1.3388 4.1582 -0.030 0.001 0.015
H 0.1975 -1.7339 4.6686 -0.005 -0.013 0.019
H 0.9142 -0.1930 5.1180 0.009 0.002 0.017
H 2.2911 0.4778 2.5090 0.030 -0.016 -0.039
H 1.3095 1.6148 3.4306 -0.010 0.020 0.002
H 1.0051 1.3660 1.7175 -0.044 0.087 0.021
H -1.7299 -0.1727 3.9403 0.009 0.023 -0.036
H -1.4784 0.9469 2.5776 -0.024 0.002 0.082
H -0.7682 1.2760 4.1655 0.014 0.029 0.007
H -1.5884 -3.1476 -0.0923 -0.008 -0.019 -0.004
H -2.7216 -3.9668 0.9889 -0.017 0.008 0.014
H -1.0093 -4.3266 1.1015 -0.014 0.006 -0.034
H -2.7344 -1.0655 0.6888 -0.027 0.034 -0.038
H -2.9865 -0.7150 2.4062 -0.005 0.037 -0.003
H -3.7422 -2.1271 1.6832 -0.007 -0.033 0.009
H -0.8930 -3.6053 3.6313 0.013 -0.018 0.003
H -2.6344 -3.6077 3.3864 0.001 -0.014 0.029
H -1.8629 -2.2126 4.1195 0.007 -0.031 -0.014
```
Forces are in eV/Å.

The charge is +1. For the LUMO energy (alpha / beta), the calculation gives -2.57 / -2.57 eV. The calculation puts the energy at -57818.7303 eV. As for the HOMO-LUMO gap (alpha / beta): 6.870 / 6.871 eV. The HOMO energy (alpha / beta) is -9.4 / -9.4 eV. The maximum force comes out at 0.0200 Eh/bohr.

No. 2
A molecular structure, C24H42NP3SYb in a non-equilibrium geometry, computed with ωB97M-V with the def2-TZVPD basis set.

```
72
Properties=species:S:1:pos:R:3:forces:R:3
Yb 0.5070 -4.2157 -1.2286 -2.540 -1.183 0.117
P -0.3224 2.5093 1.3784 -0.293 -0.268 -0.029
P -2.6742 -1.0534 -0.2124 0.244 0.362 -0.189
P 3.0034 1.1901 -0.8807 -1.532 -0.301 -1.141
H 1.6854 -3.4306 -3.5763 0.521 -0.072 0.348
C 2.1168 -3.2423 -2.5764 -0.390 1.697 -1.626
C 2.6671 -4.2237 -1.7737 2.149 -1.559 0.969
H 2.6491 -5.3011 -2.0524 0.350 0.663 -0.034
C -0.6943 4.1119 0.6492 0.004 0.308 -0.245
C -1.8029 1.6929 1.9772 -0.368 -0.034 0.142
C 0.8453 2.6984 2.7359 0.404 0.161 0.184
C -2.7599 -2.7768 -0.8130 -0.099 -0.703 0.019
C -3.9490 -1.1021 1.1072 0.232 -0.015 0.444
C -3.6688 -0.2247 -1.5034 -0.092 0.233 -0.179
C 4.1288 0.2491 -1.8812 0.633 0.248 -0.127
C 3.1155 0.5906 0.8201 -0.020 0.135 0.374
C 3.0406 2.9758 -1.1275 0.825 0.399 0.300
H 2.3794 -2.1976 -2.4113 0.057 -0.156 -0.098
H 3.3084 -3.9662 -0.9115 -0.166 -0.234 -0.650
H -0.8205 4.8999 1.4127 0.043 -0.423 -0.264
H -1.6176 4.0418 0.0513 0.329 0.006 0.204
H 0.1318 4.3975 -0.0246 -0.329 -0.013 0.275
H -2.2706 2.2277 2.8178 0.237 -0.003 -0.274
H -1.5417 0.6805 2.3096 0.007 0.239 -0.116
H -2.5293 1.6089 1.1588 0.182 0.050 0.175
H 0.6071 3.5825 3.3545 -0.009 -0.378 -0.317
H 1.8558 2.8310 2.3209 -0.270 0.098 0.237
H 0.8472 1.8064 3.3809 -0.058 0.207 -0.253
H -3.7986 -3.1448 -0.7204 0.538 -0.072 -0.241
H -2.1054 -3.4170 -0.1879 -0.371 0.149 -0.164
H -2.4423 -2.8460 -1.8673 -0.112 0.077 0.270
H -4.6904 -0.3137 0.9445 0.102 -0.148 0.107
H -3.4592 -0.9301 2.0708 -0.334 -0.069 0.029
H -4.4511 -2.0737 1.1290 -0.057 0.200 0.068
H -4.7389 -0.3643 -1.3110 0.193 -0.003 -0.238
H -3.4125 -0.5968 -2.4993 -0.065 0.097 0.151
H -3.4416 0.8474 -1.4787 -0.169 -0.122 -0.089
H 5.1081 0.7482 -1.8077 -0.108 -0.293 -0.206
H 3.7918 0.2256 -2.9221 0.122 0.109 0.120
H 4.2113 -0.7765 -1.5008 -0.080 0.265 -0.048
H 4.0098 1.0471 1.2774 -0.263 -0.223 -0.030
H 3.2023 -0.5111 0.8365 0.120 0.533 -0.304
H 2.2244 0.8360 1.4206 0.405 0.097 -0.334
H 4.0783 3.3205 -0.9711 -0.417 0.180 -0.153
H 2.3687 3.5084 -0.4236 0.411 -0.508 -0.278
H 2.7037 3.2146 -2.1554 0.305 -0.303 0.452
C 0.0299 0.5937 -2.8568 -0.140 0.658 -0.348
C -0.6795 1.6978 -3.3564 0.489 -0.345 0.304
C -1.6983 1.4670 -4.2862 0.258 0.230 0.121
C -1.9704 0.1817 -4.7460 0.167 -0.369 0.069
C -1.2294 -0.9171 -4.2771 -0.372 0.558 -0.346
C -0.2577 -0.6860 -3.3151 1.136 -1.119 1.000
S 0.9860 0.7616 -1.2880 -0.777 -1.305 -0.372
H 0.2467 1.6650 0.3048 -0.697 0.966 1.391
H -0.3993 2.6874 -2.9991 -0.369 -0.073 -0.219
H -2.2780 2.3064 -4.6609 0.134 -0.117 0.046
H -2.7727 0.0231 -5.4688 0.281 0.084 0.174
H -1.4440 -1.9124 -4.6888 0.234 0.423 0.381
H 0.3334 -1.4949 -2.8227 -0.647 0.426 -0.754
N 0.4622 -2.9208 0.6103 0.169 2.767 4.022
C 0.4739 -2.3014 1.6183 -0.144 -2.216 -2.425
C 0.3993 -1.6656 2.8990 -0.156 0.415 0.972
C -0.8630 -1.5417 3.5234 -0.241 -0.100 -0.106
C -0.9927 -0.8584 4.7432 0.222 -0.301 -0.638
C 0.1532 -0.3389 5.3588 -0.636 -0.084 -0.167
C 1.4103 -0.5368 4.7971 0.466 -0.004 0.037
C 1.5454 -1.2055 3.5891 -0.116 -0.173 -0.737
H -1.7304 -2.0254 3.0482 0.386 0.445 0.271
H -1.9873 -0.7398 5.1854 0.478 -0.101 -0.074
H 0.0384 0.2091 6.2869 0.139 -0.082 -0.001
H 2.3050 -0.1742 5.3156 -0.381 -0.198 -0.200
H 2.5233 -1.4078 3.1506 -0.156 0.181 0.242
```
Forces are in eV/Å.

The charge is +3. For the LUMO energy (alpha / beta), the calculation gives -8.17 / -8.17 eV. The energy above the lowest of the compared OMol25 structures with the same formula, charge and spin comes out at 1.317 eV. The calculation puts the energy at -97263.2172 eV. As for the HOMO-LUMO gap (alpha / beta): 5.217 / 7.632 eV. The HOMO energy (alpha / beta) is -13.4 / -15.8 eV. The maximum force comes out at 0.0950 Eh/bohr. As for the spin multiplicity: 2.

No. 3
7 unconnected molecules or ions with the total composition C24H42O13 in a non-equilibrium geometry, computed with ωB97M-V with the def2-TZVPD basis set.

```
79
Properties=species:S:1:pos:R:3:forces:R:3
C -4.4377 1.3210 0.2955 -0.769 0.052 -0.527
C -5.5138 0.6026 1.0989 0.331 0.518 -0.245
O -6.1218 1.1879 1.9684 0.096 0.063 -0.025
C -5.8141 -0.8319 0.8291 -0.473 -0.566 -0.697
H -4.8259 1.7665 -0.6528 0.050 -0.593 0.604
H -3.5926 0.6850 0.0510 0.014 -0.064 0.044
H -4.1551 2.1585 0.8999 0.490 0.467 0.299
H -5.8771 -1.0967 -0.2407 0.263 0.246 0.379
H -6.7595 -1.0480 1.2867 -0.644 -0.076 0.154
H -5.1268 -1.5092 1.3144 0.658 -0.023 0.009
C 3.7825 -2.4146 -2.3239 -0.152 -0.956 -0.066
C 5.1734 -2.6318 -1.8189 0.251 0.072 0.099
O 5.6854 -1.7697 -1.1506 0.557 0.491 0.506
C 5.9739 -3.8841 -2.1799 -0.450 1.475 0.112
H 3.5110 -1.3680 -2.3614 0.100 0.176 0.024
H 3.1358 -2.9260 -1.5986 -0.112 0.059 -0.196
H 3.6555 -2.8987 -3.2903 -0.219 0.023 -0.090
H 5.3132 -4.7410 -2.3239 0.520 -0.094 -0.027
H 6.7931 -3.9524 -1.4568 -0.421 -0.502 -0.039
H 6.4426 -3.5273 -3.1024 -0.053 -0.634 -0.334
C 0.1759 -3.9971 -2.3861 0.213 -0.240 -1.351
C -1.1512 -3.7580 -3.1035 0.041 -0.895 1.485
O -1.3253 -2.9389 -3.9539 0.116 0.511 -0.666
C -2.2668 -4.6610 -2.6039 -0.457 0.395 0.678
H 0.9416 -3.3231 -2.7523 0.023 0.230 0.017
H 0.4695 -5.0127 -2.6811 0.064 0.044 0.092
H 0.1477 -3.9988 -1.3122 -0.378 0.153 0.525
H -2.8713 -4.0412 -1.9015 0.078 -0.157 -0.685
H -1.8909 -5.4380 -1.9223 -0.073 -0.151 -0.697
H -2.9052 -5.0183 -3.4338 0.357 0.089 0.601
C -1.0392 -0.6344 -1.3832 0.525 0.736 -0.301
C -0.9212 0.0436 -0.0942 -0.164 -0.681 1.796
O -1.4854 -0.3632 0.9145 0.170 0.201 -0.406
C -0.0892 1.2877 -0.0172 -0.311 0.974 -0.222
H -1.5628 0.1091 -1.9782 -0.110 -0.168 -0.712
H -1.5044 -1.5947 -1.3662 -0.527 -0.395 0.191
H -0.0245 -0.7139 -1.7421 0.293 -0.083 -0.655
H 0.5779 1.2769 0.8365 0.051 -0.240 0.226
H -0.8296 2.0926 0.1773 0.470 -0.221 -0.170
H 0.4956 1.5217 -0.9139 -0.294 -0.098 0.098
C -1.3780 0.3082 4.0685 0.447 1.643 0.337
C -1.7998 -0.9734 4.6706 -0.212 -0.088 -0.673
C -2.4534 -1.9068 3.6951 -2.162 0.250 -1.487
O -1.9408 -3.1811 3.9634 -0.206 -1.302 0.068
C -0.8884 -3.0563 4.7245 3.374 -1.426 2.137
O -0.1585 -3.9593 5.1474 -2.115 2.434 -1.339
O -0.6686 -1.7238 4.9992 1.236 -1.588 0.821
H -2.2472 0.9594 3.9510 -0.018 0.001 -0.139
H -0.8911 0.2075 3.0977 -0.084 -0.182 0.172
H -0.6993 0.8273 4.7757 -0.282 -0.236 -0.382
H -2.4016 -0.8028 5.5552 -0.173 -0.074 0.341
H -2.2398 -1.6974 2.6405 0.048 0.341 0.282
H -3.5387 -1.9918 3.8172 0.120 0.268 -0.038
C 5.1381 0.5271 1.3247 0.401 0.130 -0.249
C 4.8315 1.6278 0.2941 -0.035 -1.474 0.331
C 5.9126 1.8523 -0.7492 -0.060 -0.755 0.565
O 5.1775 2.2253 -1.8994 0.443 0.428 -0.376
C 3.9490 1.7260 -1.8165 -1.617 -0.197 -0.110
O 3.1553 1.7328 -2.7261 0.829 -0.288 1.388
O 3.7067 1.2504 -0.5344 0.203 0.494 -1.148
H 6.0144 0.8456 1.9204 -0.519 -0.074 -0.054
H 5.4244 -0.3994 0.8297 0.015 0.077 -0.263
H 4.2987 0.2595 1.9808 0.167 0.547 -0.141
H 4.5852 2.5458 0.7979 -0.230 0.540 0.180
H 6.4648 0.9475 -0.9780 0.006 -0.341 0.048
H 6.6122 2.5976 -0.4433 0.333 0.800 -0.105
C -2.4554 5.6697 0.9153 -1.163 0.566 -1.186
C -2.2900 5.3846 -0.5653 0.616 1.091 -0.543
C -0.8146 5.2965 -0.9951 -1.046 0.742 0.501
O -0.8080 4.3056 -2.0003 0.092 0.701 -0.037
C -1.8964 3.5769 -1.8115 -0.162 -4.827 -1.949
O -2.0292 2.4829 -2.3915 -0.338 3.243 1.805
O -2.7137 4.0747 -0.8734 -0.393 -0.973 -0.453
H -3.5260 5.6808 1.1363 0.149 -0.120 0.228
H -2.0732 6.6565 1.1561 0.230 0.055 0.075
H -1.9629 4.9006 1.4642 0.364 -0.476 0.591
H -2.8507 6.0632 -1.2629 0.369 -0.261 0.884
H -0.2538 4.9564 -0.1496 0.732 -0.189 0.451
H -0.4738 6.2432 -1.3558 0.517 0.383 -0.358
```
Forces are in eV/Å.

The charge is 0. For the LUMO energy, the calculation gives 0.37 eV. The energy above the lowest of the compared OMol25 structures with the same formula, charge and spin comes out at 0.000 eV. The calculation puts the energy at -52186.4980 eV. As for the HOMO-LUMO gap: 9.893 eV. The HOMO energy is -9.5 eV. The maximum force comes out at 0.1013 Eh/bohr.